(1)
14
Properties=species:S:1:pos:R:3 method="wB97M-V/def2-TZVPD" homo_lumo_gap_ev=9.97 energy_ev=-9957.886 e_above_lowest_ev=0.896 largest_force_ha_per_bohr=0.0250 lumo_ev=0.878
C 1.177 0.187 -1.047
C -0.266 0.668 -0.783
C 1.001 -0.835 0.085
C -1.117 -0.324 1.357
H 1.965 0.946 -0.894
H -0.918 0.560 -1.652
H -0.315 1.691 -0.361
H 1.592 -0.645 1.022
H 1.139 -1.851 -0.226
H -0.783 -1.049 2.148
H -2.321 1.020 0.816
N -0.391 -0.411 0.199
N -2.105 0.443 1.619
F 1.342 -0.400 -2.284

=====

(2)
18
Properties=species:S:1:pos:R:3 method="wB97M-V/def2-TZVPD" homo_lumo_gap_ev=7.47 energy_ev=-21745.210 e_above_lowest_ev=6.451 largest_force_ha_per_bohr=0.0912 lumo_ev=0.208
C -2.304 -0.531 -0.351
C 1.296 0.312 1.375
C 0.871 0.857 -0.939
C 1.282 -1.209 1.017
C 0.933 -0.667 -1.255
N 0.555 1.110 0.408
O -1.813 2.107 0.253
O 0.953 -1.525 -0.257
S -1.267 0.844 0.736
H -1.739 -0.847 -1.211
H 0.934 0.536 2.417
H 2.411 0.586 1.340
H 1.844 1.251 -1.174
H 0.134 1.322 -1.675
H 0.997 -1.950 1.621
H -3.238 0.039 -0.561
H -2.389 -1.235 0.428
H 0.539 -1.001 -2.174

=====

(3)
114
Properties=species:S:1:pos:R:3 method="wB97M-V/def2-TZVPD" homo_lumo_gap_ev="4.20 / 5.74" energy_ev=-58837.916 largest_force_ha_per_bohr=0.0125 lumo_ev="4.265 / 4.263" charge=-2 multiplicity=2
Hg -1.273 -0.024 -0.289
C 0.227 -3.041 -0.143
N 0.804 -1.741 -0.450
C 1.361 -1.719 -1.799
C 1.819 -1.368 0.527
C 1.292 -0.746 1.821
N 0.693 0.571 1.647
C -0.010 1.015 2.856
C -1.561 0.934 2.983
C -1.878 1.345 4.391
C -3.064 1.046 4.985
C -3.924 0.124 4.339
C -3.476 -0.676 3.276
C -2.200 -0.436 2.714
O -1.627 -1.219 1.896
C -4.405 -1.734 2.657
C -5.625 -2.037 3.539
C -3.715 -3.083 2.400
C -4.902 -1.175 1.313
C -3.402 1.645 6.356
C -4.824 1.302 6.808
C -3.286 3.175 6.300
C -2.427 1.102 7.410
C 1.701 1.541 1.227
C 1.165 2.752 0.526
C 1.323 4.009 1.076
C 0.918 5.165 0.412
C 0.335 4.981 -0.841
C 0.162 3.740 -1.449
C 0.589 2.560 -0.766
O 0.501 1.369 -1.274
C -0.524 3.621 -2.814
C -0.816 4.982 -3.457
C -1.864 2.896 -2.632
C 0.357 2.839 -3.801
C 1.206 6.545 1.004
C 0.582 7.674 0.182
C 0.664 6.660 2.435
C 2.728 6.771 1.039
H 1.006 -3.825 -0.145
H -0.528 -3.284 -0.888
H -0.256 -3.012 0.830
H 2.236 -2.391 -1.885
H 1.658 -0.699 -2.044
H 0.601 -2.034 -2.511
H 2.504 -0.680 0.034
H 2.412 -2.259 0.802
H 2.138 -0.691 2.536
H 0.530 -1.395 2.248
H 0.222 2.076 2.994
H 0.412 0.491 3.728
H -1.125 1.921 4.924
H -4.908 -0.046 4.745
H -5.316 -2.346 4.541
H -6.198 -2.853 3.088
H -6.294 -1.179 3.632
H -3.338 -3.506 3.338
H -2.873 -2.971 1.723
H -4.438 -3.785 1.970
H -5.448 -0.242 1.475
H -5.559 -1.889 0.801
H -4.053 -0.956 0.662
H -5.562 1.669 6.092
H -5.024 1.769 7.778
H -4.957 0.223 6.916
H -3.926 3.569 5.508
H -2.264 3.484 6.080
H -3.583 3.622 7.256
H -2.518 0.015 7.482
H -2.636 1.537 8.395
H -1.396 1.334 7.140
H 2.365 1.042 0.522
H 2.318 1.853 2.092
H 1.798 4.079 2.053
H 0.000 5.858 -1.375
H -1.512 5.577 -2.860
H -1.279 4.816 -4.435
H 0.099 5.562 -3.608
H -2.534 3.489 -2.004
H -1.715 1.937 -2.142
H -2.346 2.722 -3.601
H 1.306 3.362 -3.959
H -0.153 2.748 -4.766
H 0.566 1.845 -3.410
H -0.500 7.550 0.099
H 1.001 7.714 -0.826
H 0.781 8.634 0.668
H -0.421 6.538 2.445
H 0.907 7.641 2.858
H 1.090 5.894 3.086
H 3.138 6.718 0.027
H 3.218 6.001 1.638
H 2.972 7.751 1.466
C -2.196 -3.061 -2.909
C -2.816 -2.395 -1.862
C -2.687 -0.985 -2.084
C -1.985 -0.829 -3.325
C -1.686 -2.088 -3.819
H -2.086 -4.134 -3.004
H -3.335 -2.853 -1.030
H -3.408 -0.261 -1.717
H -1.754 0.114 -3.799
H -1.123 -2.302 -4.720
C -3.666 3.706 1.335
N -2.848 3.066 2.347
C -1.936 4.043 2.916
C -2.205 1.869 1.860
N -2.244 1.609 0.640
H -4.218 4.524 1.810
H -4.363 2.982 0.916
H -3.067 4.106 0.503
H -2.513 4.871 3.342
H -1.256 4.449 2.151
H -1.346 3.606 3.716

=====

(4)
8
Properties=species:S:1:pos:R:3 method="wB97M-V/def2-TZVPD" homo_lumo_gap_ev=7.82 energy_ev=-158411.181 e_above_lowest_ev=0.111 largest_force_ha_per_bohr=0.0462 lumo_ev=-2.126
C -0.170 -0.247 -0.050
C 0.877 0.848 -0.016
F -0.124 -0.942 -1.187
F -1.403 0.267 0.041
F -0.035 -1.097 0.962
Br 0.899 1.905 -1.567
Br 0.773 1.853 1.576
I 3.063 -0.530 0.117

=====

(5)
19
Properties=species:S:1:pos:R:3 method="wB97M-V/def2-TZVPD" homo_lumo_gap_ev="8.57 / 5.87" energy_ev=-122534.251 e_above_lowest_ev=2.708 largest_force_ha_per_bohr=0.1546 lumo_ev="-4.601 / -7.298" charge=+1 multiplicity=2
Cu -3.424 -24.539 -7.884
Br -4.492 -23.450 -6.743
C -3.550 -20.968 -4.242
C -5.038 -20.984 -4.470
C -5.554 -20.035 -5.614
O -5.258 -18.674 -5.240
C -5.638 -17.568 -6.070
N -5.361 -22.377 -4.647
H -3.111 -19.988 -4.057
H -3.072 -21.346 -5.145
H -3.213 -21.585 -3.408
H -5.649 -20.590 -3.657
H -6.620 -20.045 -5.842
H -5.020 -20.248 -6.540
H -6.680 -17.753 -6.331
H -5.171 -17.596 -7.054
H -5.616 -16.617 -5.538
H -4.800 -22.839 -5.348
H -6.239 -22.807 -4.899

=====

(6)
65
Properties=species:S:1:pos:R:3 method="wB97M-V/def2-TZVPD" homo_lumo_gap_ev=8.05 energy_ev=-75783.111 e_above_lowest_ev=0.258 largest_force_ha_per_bohr=0.0164 lumo_ev=-0.300
Tl -1.845 -0.290 -2.670
N 0.053 -0.975 0.156
P -1.526 -0.474 0.585
C -1.279 0.070 2.303
C -0.092 0.686 2.686
C 0.071 1.138 3.990
C -0.954 0.992 4.910
C -2.152 0.401 4.527
C -2.317 -0.054 3.229
C -2.283 -2.137 0.847
C -1.764 -3.052 1.767
C -2.250 -4.347 1.830
C -3.266 -4.754 0.967
C -3.806 -3.852 0.066
C -3.318 -2.548 0.016
P 0.907 -0.518 -1.244
C 2.607 -0.397 -0.587
C 3.518 -1.452 -0.614
C 4.773 -1.301 -0.036
C 5.124 -0.100 0.565
C 4.225 0.959 0.582
C 2.974 0.815 0.003
C 0.996 -2.104 -2.172
C 1.509 -2.064 -3.471
C 1.532 -3.203 -4.261
C 1.021 -4.398 -3.769
C 0.492 -4.445 -2.487
C 0.477 -3.302 -1.692
H 0.616 -1.380 0.897
H 0.699 0.839 1.961
H 0.998 1.618 4.276
H -0.825 1.344 5.926
H -2.961 0.298 5.240
H -3.253 -0.517 2.938
H -0.973 -2.745 2.443
H -1.840 -5.044 2.551
H -3.636 -5.770 1.007
H -4.605 -4.158 -0.598
H -3.773 -1.838 -0.667
H 3.254 -2.391 -1.084
H 5.476 -2.124 -0.057
H 6.101 0.011 1.018
H 4.496 1.905 1.033
H 2.286 1.649 -0.001
H 1.903 -1.131 -3.864
H 1.939 -3.158 -5.264
H 1.034 -5.289 -4.385
H 0.089 -5.372 -2.100
H 0.049 -3.344 -0.697
O 1.686 3.564 0.700
S 0.247 3.661 0.721
O -0.388 3.916 1.983
N -0.411 2.372 -0.015
C -1.056 2.718 -1.124
O -1.687 1.905 -1.839
C -1.006 4.187 -1.433
C -1.562 4.872 -2.495
C -1.370 6.248 -2.557
C -0.640 6.912 -1.573
C -0.083 6.219 -0.504
C -0.285 4.855 -0.464
H -2.129 4.341 -3.249
H -1.792 6.815 -3.377
H -0.505 7.984 -1.640
H 0.482 6.729 0.264